(1)
# C2H14N2O3

A cluster of 4 separate species, C2H14N2O3 in total (ωB97M-V/def2-TZVPD, the OMol25 dataset).

SMILES string = CNCN.O.O.O
total charge = 0
max |F| = 1.989 eV/A
energy relative to the best compared isomer or geometry (same formula, charge and spin) = 98.4 kJ/mol
LUMO energy = 0.8 eV
gap between HOMO and LUMO = 10.0564 eV

Element x y z (Å)
1 C -0.03959 1.80447 0.70550
2 N 0.16710 1.13291 -0.57793
3 C -1.08537 0.84674 -1.31643
4 N -0.78720 0.61604 -2.71804
5 H -0.87009 1.31763 1.22150
6 H 0.87498 1.62530 1.28749
7 H -0.19197 2.89040 0.63756
8 H 0.62620 1.81430 -1.17928
9 H -1.71782 1.75312 -1.27094
10 H -1.54171 0.00774 -0.78750
11 H -0.33235 1.36805 -3.18875
12 H -1.63053 0.31828 -3.17734
13 H 1.03807 -0.54422 -0.51203
14 H 2.22983 -1.48563 -0.95955
15 O 1.67189 -1.22506 -0.23545
16 H -0.74262 -1.55802 1.18143
17 H -0.94388 -2.91881 1.70718
18 O -1.36581 -2.30880 1.12133
19 H 1.46016 -2.32607 3.28806
20 H 1.64380 -1.67643 1.91595
21 O 1.53692 -1.45196 2.85726

Löwdin charges, unit e, in atom order: -0.113, -0.160, -0.315, 0.009, 0.082, 0.084, 0.079, 0.106, 0.110, 0.114, 0.057, 0.067, -0.010, 0.030, -0.068, 0.015, 0.012, -0.059, 0.043, -0.003, -0.081


(2)
# C2H5INO

A cluster of 2 separate species, C2H5INO in total (ωB97M-V/def2-TZVPD, the OMol25 dataset).

total charge = +1
max |F| = 4.420 eV/A
energy relative to the best compared isomer or geometry (same formula, charge and spin) = 265.7 kJ/mol
LUMO energy (spin up / spin down) = -5.2 / -5.1 eV
gap between HOMO and LUMO (spin up / spin down) = 7.2189 / 8.0147 eV

Element x y z (Å)
1 C 1.92532 -0.96186 0.33128
2 C -0.12852 0.33024 -0.34897
3 N -1.52406 0.26777 0.14660
4 O 1.65974 -2.03108 0.74854
5 I 3.44586 0.34256 0.29864
6 H -0.02866 -0.05600 -1.40459
7 H 0.32522 1.35967 -0.25541
8 H -1.81953 1.12742 0.63266
9 H -1.66758 -0.67865 0.51245
10 H -2.18779 0.29993 -0.66119

Löwdin charges, unit e, in atom order: -0.768, -0.114, 0.097, 0.051, 1.084, 0.076, 0.058, 0.175, 0.167, 0.174